[1]
Entry from OMol25: a structure of composition C41H30F9N2O4P2SZn (the ωB97M-V functional and the def2-TZVPD basis).

Last column: Löwdin charge in e.
Positions of all 90 atoms, in Å:
Zn 0.4734 -0.0296 1.0904  0.661
C 0.0386 -3.0204 0.3180  -0.234
P 0.9618 -1.7077 -0.6276  1.091
C 0.3177 -1.9080 -2.3201  -0.354
C -0.8669 -1.2358 -2.6263  -0.094
C -1.4369 -1.3559 -3.8845  -0.073
C -0.8208 -2.1405 -4.8506  -0.087
C 0.3658 -2.7992 -4.5561  -0.084
C 0.9380 -2.6832 -3.2952  -0.075
C 2.6929 -2.2458 -0.7400  -0.371
C 3.1394 -3.5476 -0.5413  -0.088
C 4.4911 -3.8492 -0.6613  -0.083
C 5.4026 -2.8545 -0.9888  -0.086
C 4.9616 -1.5548 -1.1980  -0.075
C 3.6149 -1.2522 -1.0711  -0.091
C -0.9053 -2.4740 1.3705  -0.375
C -1.8473 -3.1736 2.0954  -0.073
C -2.4667 -2.2367 2.9644  -0.081
C -1.8792 -1.0127 2.7226  -0.403
C -2.2286 0.3186 3.2992  -0.273
P -3.4348 1.3802 2.3010  1.077
C -4.5365 0.0330 1.7171  -0.388
C -4.1663 -0.9773 0.8269  -0.107
C -5.0377 -2.0158 0.5395  -0.077
C -6.2855 -2.0744 1.1483  -0.096
C -6.6603 -1.0873 2.0482  -0.099
C -5.7879 -0.0410 2.3274  -0.117
C -2.4229 1.8453 0.8400  -0.334
C -2.8933 1.7426 -0.4143  -0.078
C -2.3541 2.0356 -1.7513  -0.068
C -1.1620 2.3592 -2.2817  -0.008
C 0.3792 2.9391 -0.2885  -0.141
C -1.1516 2.5632 1.1646  -0.199
N -0.9177 -1.1548 1.7583  -0.031
H 0.7734 -3.6805 0.7817  0.074
H -0.5281 -3.6121 -0.3993  0.089
H -1.3346 -0.5985 -1.8807  0.090
H -2.3505 -0.8211 -4.1152  0.106
H -1.2586 -2.2288 -5.8378  0.100
H 0.8544 -3.4010 -5.3132  0.100
H 1.8690 -3.1914 -3.0752  0.101
H 2.4435 -4.3405 -0.2956  0.099
H 4.8289 -4.8652 -0.4965  0.100
H 6.4567 -3.0917 -1.0705  0.101
H 5.6679 -0.7705 -1.4411  0.109
H 3.2739 -0.2305 -1.2138  0.103
H -2.0628 -4.2307 2.0106  0.093
H -3.2725 -2.4287 3.6611  0.103
H -1.3384 0.9257 3.4951  0.060
H -2.7301 0.1808 4.2569  0.076
H -3.1819 -0.9666 0.3746  0.099
H -4.7325 -2.7969 -0.1482  0.104
H -6.9585 -2.8953 0.9301  0.096
H -7.6318 -1.1268 2.5262  0.095
H -6.0766 0.7352 3.0289  0.088
H -3.8784 1.2972 -0.4855  0.092
H -3.1183 1.8964 -2.5104  0.102
H -1.1655 2.4294 -3.3650  0.127
H 1.3898 3.2832 -0.0946  0.171
H -1.0449 2.7549 2.2328  0.135
F 3.0833 -0.1341 5.2933  0.157
C 2.5061 -0.6260 4.1853  -0.545
F 2.8290 -1.9207 4.1010  0.170
F 1.1822 -0.5582 4.3618  0.161
C 2.9120 0.1208 2.8668  -0.313
O 2.2231 -0.3978 1.8355  -0.174
C 2.6254 1.6520 3.0364  -0.535
F 3.3473 2.2440 3.9931  0.172
F 1.3226 1.8466 3.3398  0.138
F 2.8488 2.3063 1.8926  0.168
C 4.4369 -0.0873 2.5951  -0.547
F 5.2103 0.2453 3.6415  0.158
F 4.6842 -1.3636 2.2968  0.168
F 4.8372 0.6480 1.5507  0.164
O -0.1121 6.6825 -1.2654  -0.321
S -0.7519 5.4337 -1.5897  0.639
O -1.9503 5.4900 -2.3854  -0.318
N -1.3616 4.7603 -0.1350  0.077
C -0.7737 3.7268 0.2488  -0.224
O 0.0271 1.8482 0.6442  -0.138
C 0.2088 2.8040 -1.7916  -0.353
C 1.3054 1.9671 -2.4292  -0.059
C 2.3233 2.5061 -3.1324  -0.126
C 2.4806 3.9124 -3.3684  -0.150
C 1.5178 4.7528 -2.8647  -0.119
C 0.4031 4.2869 -2.1619  -0.287
H 1.2551 0.8975 -2.2518  0.069
H 3.0678 1.8265 -3.5402  0.093
H 3.3156 4.2935 -3.9386  0.069
H 1.5887 5.8253 -3.0188  0.107

Cartesian forces, eV/Å:
0.5 0.1 -0.2
0.0 0.1 0.1
-0.2 -0.4 0.1
-0.1 0.2 0.0
0.0 0.0 0.1
0.0 0.0 0.0
0.0 0.0 0.0
0.0 0.0 0.0
0.0 0.0 0.0
0.0 0.1 -0.1
0.1 0.0 0.0
0.0 0.0 0.0
0.0 0.0 0.0
0.0 0.0 0.0
0.0 0.0 0.0
-0.1 0.1 0.0
-0.1 0.1 0.0
0.1 -0.1 0.0
0.2 -0.1 0.1
0.0 -0.1 -0.3
0.1 -0.2 0.1
-0.1 0.1 0.0
0.0 0.1 0.0
0.0 0.0 -0.1
0.0 0.0 0.0
0.0 0.0 0.0
0.0 0.0 -0.1
-0.2 0.2 0.0
0.2 -0.2 -0.1
0.1 -0.1 0.1
0.1 0.2 0.1
0.2 0.2 -0.1
0.0 0.1 -0.1
-0.4 -0.3 -0.1
0.1 0.0 0.0
0.0 -0.1 -0.1
0.0 0.0 -0.1
0.0 0.0 0.0
0.0 0.0 0.0
0.0 0.0 0.0
0.0 0.0 0.0
0.0 0.0 0.0
0.0 0.0 0.0
0.0 0.0 0.0
0.0 0.0 0.0
0.0 0.0 0.0
0.0 0.1 0.0
0.1 0.0 -0.1
0.0 0.0 0.0
0.0 0.0 0.1
0.0 0.0 0.0
0.0 0.0 0.0
0.0 0.0 0.0
0.0 0.0 0.0
0.0 0.0 0.0
-0.1 -0.1 -0.1
0.0 0.0 0.0
0.0 0.0 0.0
0.0 0.0 0.2
0.1 0.0 0.0
0.0 0.0 0.0
0.0 0.0 -0.2
0.0 0.0 0.0
0.0 0.0 0.0
-0.1 0.0 0.1
0.1 0.4 0.0
-0.1 -0.1 -0.1
0.0 0.0 0.0
0.1 0.0 0.0
0.0 0.0 0.0
-0.2 0.0 0.0
0.0 0.0 0.0
0.1 0.0 0.0
0.0 0.0 0.0
0.0 0.0 0.0
0.2 -0.1 -0.2
-0.1 0.0 -0.1
-0.2 0.0 0.2
0.0 -0.1 0.1
-0.2 -0.1 0.1
-0.1 -0.1 -0.1
0.0 0.1 -0.1
0.0 0.0 0.1
0.0 0.1 0.0
0.0 -0.1 0.1
-0.2 0.1 0.1
-0.1 0.0 -0.1
0.0 0.0 0.0
0.0 0.0 0.0
0.0 -0.1 0.0

* gap between HOMO and LUMO: 5.88 eV
* charge: -1
* E_tot: -5749.9233 a.u.


[2]
Entry from OMol25: an isolated molecule of BrFHN at a distorted geometry (the ωB97M-V functional and the def2-TZVPD basis).

Last column: Löwdin charge in e.
Positions of all 4 atoms, in Å:
N -0.5303 -0.5280 0.4349  -0.418
F -0.2740 -1.7764 -0.0878  -0.162
Br -2.3245 0.0957 -0.0167  0.559
H 0.1964 0.0592 0.1352  0.021

Cartesian forces, eV/Å:
-2.4 -0.8 2.3
-0.1 0.1 -0.6
1.7 -0.5 -0.2
0.8 1.1 -1.5

* gap between HOMO and LUMO: 9.53 eV
* energy relative to the best compared isomer or geometry (same formula, charge and spin): 14.1 kJ/mol
* E_tot: -2729.1154 a.u.
* SMILES: FNBr


[3]
Entry from OMol25: a cluster of 3 separate species, C20H39N3O8 in total at a distorted geometry (the ωB97M-V functional and the def2-TZVPD basis).

Last column: Löwdin charge in e.
Positions of all 70 atoms, in Å:
N 6.0180 1.3044 -4.3397  0.067
O 6.1225 2.1527 -5.4596  -0.030
C 6.7190 3.3406 -5.1752  -0.547
O 7.8190 3.4659 -4.6919  0.164
O 6.0006 4.4477 -5.5438  0.064
C 4.9253 4.6700 -4.6378  -0.169
O 3.7302 4.9430 -5.3548  -0.003
C 2.7370 4.0640 -4.9198  -0.303
C 2.2005 4.2264 -3.6695  -0.031
C 1.2532 3.3640 -3.1851  -0.071
C 0.8459 2.3267 -3.9898  -0.095
C 1.3643 2.1975 -5.2450  -0.080
C 2.3134 3.0574 -5.7409  -0.001
H 6.7615 1.4732 -3.6734  0.091
H 5.0934 1.3693 -3.9325  0.085
H 4.8172 3.7615 -4.0409  0.129
H 5.1238 5.5392 -4.0061  0.151
H 2.5841 5.0565 -3.0839  0.128
H 0.8803 3.5305 -2.1820  0.109
H 0.1220 1.6114 -3.6240  0.096
H 1.0211 1.3787 -5.8682  0.114
H 2.7016 2.9297 -6.7424  0.129
C -0.6662 -3.0607 1.3643  -0.100
O 0.7310 -2.8471 1.2379  -0.196
C 1.4356 -3.9549 0.6900  -0.218
C 1.9692 -3.6211 -0.6890  -0.215
N 0.8865 -3.5119 -1.6603  -0.051
C 1.2947 -2.9567 -2.9480  -0.198
C 1.7894 -1.5118 -2.9727  -0.222
O 0.7914 -0.5517 -2.6697  -0.202
C 0.6094 -0.2919 -1.2880  -0.091
H -1.0856 -2.2212 1.9125  0.064
H -1.1506 -3.1070 0.3831  0.083
H -0.8749 -3.9777 1.9228  0.092
H 0.8189 -4.8579 0.6692  0.122
H 2.2851 -4.1492 1.3516  0.120
H 2.6594 -4.4072 -1.0088  0.123
H 2.5325 -2.6823 -0.6049  0.104
H 0.1591 -2.9237 -1.2759  0.067
H 0.4240 -3.0176 -3.6059  0.119
H 2.0637 -3.6028 -3.3826  0.119
H 2.1009 -1.2972 -3.9994  0.120
H 2.6778 -1.3594 -2.3489  0.110
H 1.5364 -0.4030 -0.7209  0.092
H -0.1665 -0.9357 -0.8670  0.074
H 0.2635 0.7390 -1.1868  0.081
C -6.6263 -1.5050 6.3341  -0.116
O -6.3754 -0.2134 5.8116  -0.196
C -5.5063 0.5737 6.6192  -0.216
C -4.1805 0.8005 5.9203  -0.215
N -3.4018 -0.4311 5.8515  -0.051
C -2.2282 -0.3471 4.9857  -0.197
C -2.4605 -0.1243 3.4924  -0.226
O -3.0915 -1.2109 2.8354  -0.200
C -4.5088 -1.2042 2.8883  -0.090
H -7.4009 -1.9649 5.7221  0.088
H -5.7320 -2.1354 6.2910  0.078
H -6.9862 -1.4498 7.3655  0.088
H -5.3626 0.1317 7.6091  0.122
H -5.9942 1.5429 6.7569  0.121
H -3.6095 1.5549 6.4693  0.123
H -4.3993 1.1957 4.9197  0.105
H -3.9957 -1.1759 5.5120  0.067
H -1.6884 -1.2910 5.0974  0.119
H -1.5680 0.4398 5.3633  0.119
H -1.4748 -0.0310 3.0262  0.116
H -2.9846 0.8147 3.2819  0.112
H -4.9166 -0.1913 2.9109  0.090
H -4.8703 -1.7731 3.7483  0.072
H -4.8764 -1.7052 1.9919  0.089

Cartesian forces, eV/Å:
0.4 -1.4 0.2
-0.6 0.9 0.2
1.6 1.2 0.4
-1.3 -0.7 -0.4
0.1 -0.5 0.0
-0.5 0.2 -0.5
0.4 -0.8 0.6
0.4 0.7 -0.8
0.6 1.0 0.6
0.0 0.2 0.5
-0.9 -0.4 0.9
-0.3 -1.0 -0.9
0.1 -0.2 -0.6
0.1 0.3 -0.1
0.0 0.5 -0.1
-0.2 0.2 0.2
0.4 -0.1 -0.2
-0.2 0.0 0.1
-0.2 -0.2 -0.1
0.0 0.0 -0.1
0.0 0.0 0.0
0.1 0.1 0.1
0.2 0.2 0.0
-0.2 -0.2 0.0
0.4 0.1 0.1
-0.3 0.1 0.0
0.2 0.0 0.0
-0.3 0.0 0.1
0.1 0.0 -0.4
0.2 -0.1 0.2
-0.2 0.1 -0.2
0.0 0.0 0.0
-0.1 -0.1 0.0
0.0 0.0 -0.1
-0.1 0.1 -0.1
0.0 0.0 0.0
0.0 0.0 0.0
0.2 -0.1 0.1
0.0 0.0 0.0
0.1 0.0 -0.1
0.1 0.0 0.0
0.0 0.0 0.0
-0.1 0.0 0.1
0.0 -0.1 0.0
0.1 0.0 0.2
0.0 0.0 0.0
0.0 0.1 -0.2
0.1 -0.2 0.2
-0.1 0.4 -0.2
0.0 -0.3 -0.1
0.0 0.2 -0.1
-0.1 -0.3 0.1
0.4 0.0 0.0
-0.2 0.2 0.1
0.1 -0.3 -0.1
0.0 0.1 0.0
0.0 -0.1 0.1
0.0 -0.1 0.0
0.0 -0.1 -0.1
0.0 0.0 0.0
0.0 0.0 0.0
-0.1 0.2 0.1
0.0 0.0 0.0
0.1 0.0 -0.1
0.0 0.1 0.0
0.0 0.0 0.0
-0.1 -0.1 0.0
0.0 0.0 0.1
-0.1 0.1 0.1
0.1 0.0 0.0

* gap between HOMO and LUMO: 9.30 eV
* energy relative to the best compared isomer or geometry (same formula, charge and spin): 220.3 kJ/mol
* E_tot: -1551.4512 a.u.
* SMILES: NOC(=O)OCOc1ccccc1.COCCNCCOC.COCCNCCOC


[4]
Entry from OMol25: an isolated molecule of C3H2O4S at a distorted geometry (the ωB97M-V functional and the def2-TZVPD basis).

Last column: Löwdin charge in e.
Positions of all 10 atoms, in Å:
C 1.2164 -0.6616 0.1852  -0.684
C -0.0790 0.2145 -0.1859  -0.285
C -1.4098 -0.3028 -0.4330  -0.229
H 2.5387 1.2240 -1.0700  0.011
H -2.4480 1.0731 1.1404  0.236
O 1.1629 -1.5897 1.0408  -0.007
O 0.0930 1.4087 0.0973  0.082
O -2.5710 0.1014 0.5220  -0.052
O -1.3096 -1.4212 -1.0678  0.107
S 2.8062 -0.0466 -0.2290  0.820

Cartesian forces, eV/Å:
-1.0 -2.5 2.8
2.7 4.5 2.6
-1.9 -6.4 0.7
0.1 -2.8 1.8
0.3 -4.2 -3.3
-0.2 3.3 -3.5
-0.4 -2.2 -1.0
3.2 2.3 -0.9
-2.4 5.7 2.7
-0.4 2.4 -1.8

* gap between HOMO and LUMO: 8.82 eV
* energy relative to the best compared isomer or geometry (same formula, charge and spin): 364.7 kJ/mol
* E_tot: -814.5327 a.u.
* SMILES: O=C(O)C(=O)C(=O)S


[5]
Entry from OMol25: a structure of composition C10H18Cl6Mg2O4 at a distorted geometry (the ωB97M-V functional and the def2-TZVPD basis).

Last column: Mulliken spin population.
Positions of all 40 atoms, in Å:
Mg -0.7774 1.6408 2.7796  0.000
Mg -3.3427 0.5819 0.8700  0.000
C -2.1948 4.6972 0.0757  0.000
C -1.9746 3.3272 0.6849  0.000
O -1.0929 3.1364 1.5841  0.000
O -2.6540 2.3096 0.2880  0.000
H -2.0203 4.6268 -0.9980  0.000
H -1.5043 5.3801 0.5705  0.000
H -3.2473 4.8962 0.2775  0.000
C 0.2211 -1.4650 -0.0673  0.002
C -0.8065 -0.5763 0.4998  -0.001
O -1.9785 -0.5750 0.1006  0.001
O -0.4339 0.2025 1.3931  0.000
H -0.0584 -2.5109 -0.1939  -0.001
H 1.0613 -1.4585 0.6270  0.000
H 0.6322 -1.0685 -0.9957  -0.003
Cl -3.4167 -2.3059 -4.8925  0.597
C -1.8900 -3.2468 -4.7970  -0.027
C -0.9884 -2.8901 -3.5623  0.019
Cl -1.0053 -1.1676 -3.3346  0.309
H -1.5311 -3.3311 -5.8227  0.006
H -2.0941 -4.3082 -4.6560  0.013
H 0.0443 -3.2130 -3.6939  0.013
H -1.4814 -3.2747 -2.6695  0.014
Cl 1.2287 2.3522 -3.4883  0.051
C 1.2355 2.4759 -1.6230  -0.005
C 2.3289 1.8260 -0.8996  0.000
Cl 3.8995 2.6083 -1.2789  0.007
H 0.4153 1.8008 -1.3788  0.005
H 1.0319 3.4967 -1.2996  0.001
H 2.5798 0.8021 -1.1770  0.000
H 2.3479 1.7423 0.1870  0.001
Cl 3.1516 -2.3080 6.5362  0.000
C 2.9650 -1.8915 4.7503  0.000
C 1.5602 -2.2176 4.2299  0.000
Cl 0.2213 -1.7542 5.3521  0.000
H 3.7082 -2.4747 4.2066  0.000
H 3.1755 -0.8284 4.6334  0.000
H 1.3271 -3.2413 3.9372  0.000
H 1.3575 -1.7958 3.2455  0.000

Cartesian forces, eV/Å:
1.3 -0.1 -1.5
0.8 0.6 -1.7
0.5 -1.3 0.8
0.3 -0.7 -0.2
-0.3 0.2 0.9
-0.9 -0.1 0.8
-0.1 0.1 0.0
-0.3 0.2 -0.2
0.0 0.5 -0.2
1.4 -0.6 0.1
0.8 -0.6 -0.4
-2.6 -0.5 -0.4
0.1 2.0 3.0
-0.4 0.2 -0.2
0.0 -0.1 0.0
-0.3 0.0 -0.1
0.8 0.0 0.7
0.6 -1.7 0.1
-1.3 -0.3 -1.4
-0.2 1.4 -0.4
0.8 1.2 0.1
-0.9 -0.1 0.4
-0.1 -0.2 0.1
0.3 -0.4 -0.2
0.4 0.1 1.8
-1.7 -0.9 -0.7
3.5 -0.7 -0.3
0.1 0.3 0.1
-0.8 0.5 0.0
0.2 -0.1 -0.4
-0.8 -0.1 -0.5
-1.0 0.7 0.1
-0.1 0.3 -1.5
-0.5 -0.4 1.0
-0.4 -0.6 -0.5
0.2 0.5 -0.6
-0.1 0.0 0.1
0.0 -0.1 0.2
0.6 -0.5 1.0
0.2 1.0 0.1

* spin multiplicity: 2
* gap between HOMO and LUMO (spin up / spin down): 4.26 / 1.66 eV
* charge: +3
* E_tot: -3853.0803 a.u.


[6]
Entry from OMol25: an isolated molecule of C6H15N3 at a distorted geometry (the ωB97M-V functional and the def2-TZVPD basis).

Last column: Löwdin charge in e.
Positions of all 24 atoms, in Å:
C -1.8189 -0.0227 0.5959  -0.232
C -2.1126 -0.3038 -0.8336  -0.207
C -0.6568 -0.4502 -1.2369  -0.106
C -1.7734 -0.9242 1.6054  -0.021
H -1.6568 1.0223 0.8157  0.095
H -2.6012 0.5369 -1.3239  0.108
H -2.6632 -1.2366 -0.9597  0.110
H -0.3282 -1.4878 -1.2150  0.091
H -0.5459 -0.0843 -2.2598  0.071
H 0.3193 -0.9665 1.0868  0.080
H -2.1108 -1.9417 1.4647  0.059
H -1.6103 -0.5979 2.6208  0.053
C 0.9077 0.3350 -0.5243  -0.534
N 0.5767 1.6824 -0.2482  0.065
N 1.8881 0.2433 -1.5591  0.065
N 1.8477 0.1742 1.8315  0.010
C 1.2611 -0.5014 0.6910  -0.251
H 0.4932 2.2777 -1.0616  0.086
H 1.1551 2.1391 0.4424  0.069
H 1.5495 0.6224 -2.4397  0.074
H 2.1808 -0.7115 -1.7298  0.074
H 2.6238 0.7673 1.5628  0.066
H 1.1546 0.7440 2.2965  0.061
H 1.9205 -1.3160 0.3781  0.113

Cartesian forces, eV/Å:
-1.9 -0.6 2.2
1.1 0.0 1.4
2.9 0.6 -1.5
-1.0 1.2 -1.1
0.4 0.0 0.1
0.0 -0.1 0.0
0.0 0.1 -0.2
-0.2 -0.2 0.0
0.2 -0.2 -0.2
1.2 0.3 -0.6
0.2 -0.2 -0.1
0.3 0.0 0.1
-3.1 -0.9 -1.3
-0.5 0.8 0.6
0.4 -0.3 -0.2
0.3 0.2 -0.1
-0.8 -0.6 0.8
0.1 -0.2 0.0
0.2 -0.1 -0.1
0.1 0.0 0.2
0.0 0.0 0.0
0.1 0.0 0.1
0.0 0.1 0.1
0.0 0.1 0.0

* gap between HOMO and LUMO: 9.43 eV
* energy relative to the best compared isomer or geometry (same formula, charge and spin): 254.9 kJ/mol
* E_tot: -401.7902 a.u.
* SMILES: C=CCCC(N)(N)CN